{
  "formula": "C5H14O",
  "method": "wB97M-V/def2-TZVPD",
  "largest_force_ev_per_a": 0.8,
  "charge": 0,
  "gap_ev": 11.82,
  "homo_ev": -11.0,
  "e_lumo_ev": 0.82,
  "smiles": "CCC(C)C.O",
  "mol_weight_g_mol": 90.2,
  "relative_energy_kcal_mol": 5.04,
  "total_energy_ha": -274.1340,
  "species": ["C", "C", "C", "C", "C", "H", "H", "H", "H", "H", "H", "H", "H", "H", "H", "H", "H", "H", "H", "O"],
  "positions_angstrom": [[0.45607, -1.77669, 0.71143], [-0.08589, -0.43808, 0.22055], [0.99913, 0.58071, -0.11627], [0.40764, 1.92818, -0.52317], [1.98229, 0.07697, -1.17528], [0.87536, -2.35939, -0.11228], [1.28154, -1.69252, 1.41339], [-0.32659, -2.37161, 1.16903], [-0.70467, -0.65400, -0.65184], [-0.71008, 0.00433, 1.00472], [1.54909, 0.70229, 0.81331], [0.99330, 2.74219, -0.11725], [-0.59991, 2.04546, -0.11809], [0.34732, 2.03911, -1.60450], [2.72676, -0.62282, -0.82133], [2.45970, 0.91852, -1.66294], [1.42142, -0.41888, -1.97097], [-5.07230, -0.32681, 1.48946], [-3.75041, -0.51033, 0.76025], [-4.24975, 0.13336, 1.29177]]
}

***

{
  "formula": "C18H21BrN4O3S2",
  "method": "wB97M-V/def2-TZVPD",
  "largest_force_ev_per_a": 15.7,
  "charge": 0,
  "gap_ev": 7.42,
  "homo_ev": -8.1,
  "e_lumo_ev": -0.72,
  "mol_weight_g_mol": 485.4,
  "relative_energy_kcal_mol": 439.59,
  "total_energy_ha": -4512.9122,
  "species": ["C", "C", "C", "C", "N", "N", "C", "O", "C", "N", "C", "C", "N", "S", "O", "O", "C", "C", "C", "C", "C", "C", "H", "H", "Br", "H", "H", "C", "C", "H", "H", "H", "H", "H", "H", "H", "H", "H", "H", "H", "H", "S", "C", "C", "H", "H", "H", "H", "H"],
  "positions_angstrom": [[3.28379, -3.67130, 1.69923], [3.89605, -3.08297, 0.42420], [3.65394, -1.86164, -0.25420], [2.91395, -0.81334, 0.26892], [2.43104, -0.73593, 1.47300], [1.56732, 0.03828, 1.90187], [0.90722, 0.91008, 1.28174], [0.93986, 1.18831, -0.18729], [0.19797, 2.07570, 1.92715], [-1.27586, 2.33038, 1.64400], [-1.38875, 2.90716, 0.17583], [-2.73752, 3.35890, -0.03623], [-3.60988, 2.35787, 0.25286], [-4.06783, 1.34767, -1.34466], [-4.15941, 2.50088, -2.32107], [-5.03575, 0.32918, -0.90940], [-2.56133, 0.48905, -1.57559], [-1.56427, 0.97652, -2.44957], [-0.51769, 0.39420, -2.96397], [-0.33308, -1.08754, -2.35549], [-1.19588, -1.51368, -1.62703], [-2.40894, -1.05617, -1.30829], [-3.26395, -1.35796, -0.77872], [-1.18730, -2.76109, -1.20988], [1.32254, -1.82747, -3.04929], [0.27624, 0.81183, -3.46754], [-1.68785, 2.11457, -2.73165], [-3.57820, 1.39928, 1.17424], [-2.02221, 0.95144, 1.66275], [-2.00981, 0.55971, 2.63054], [-1.70905, 0.36942, 0.69483], [-4.03377, 0.60368, 1.18613], [-3.94680, 1.98353, 2.14883], [-2.92026, 3.87714, -0.77434], [-3.15733, 4.05659, 0.93466], [-0.90764, 3.86576, 0.27894], [-0.93093, 2.59136, -0.57312], [-0.00996, 1.47520, 3.12707], [0.65213, 2.95058, 1.91425], [1.37726, -0.17672, 2.71802], [2.72965, -0.09570, -0.29938], [4.73890, -2.01369, -1.58525], [5.50190, -3.34799, -1.38541], [5.01574, -3.92882, -0.19199], [5.36059, -4.94286, -0.13863], [6.01779, -3.53386, -2.09239], [3.69915, -3.03676, 2.63530], [2.20490, -3.33823, 1.77315], [3.53330, -4.63056, 1.68289]]
}

***

{
  "formula": "C11H10ClMgNS",
  "method": "wB97M-V/def2-TZVPD",
  "largest_force_ev_per_a": 16.4,
  "charge": -2,
  "gap_ev": 3.49,
  "homo_ev": 1.3,
  "e_lumo_ev": 4.74,
  "mol_weight_g_mol": 248.0,
  "relative_energy_kcal_mol": 269.93,
  "total_energy_ha": -1538.0607,
  "species": ["C", "C", "C", "H", "C", "C", "H", "H", "H", "H", "Mg", "Cl", "C", "C", "C", "H", "C", "C", "H", "H", "H", "H", "S", "C", "N"],
  "positions_angstrom": [[-0.04058, -0.64555, 3.22616], [0.24375, 0.48186, 2.42214], [1.37682, 0.17115, 1.63394], [-0.29995, 1.41179, 2.41582], [1.76462, -1.15548, 1.92535], [0.89136, -1.65208, 2.91792], [0.89399, -2.65179, 3.31878], [-0.87384, -0.74531, 3.90074], [1.82147, 0.80881, 0.89013], [2.57329, -1.69643, 1.46285], [-0.35672, -1.21060, 0.96171], [-2.01288, -2.63912, 1.39145], [-1.09760, 1.32249, -3.92500], [0.29167, 1.19808, -4.12462], [0.91772, 2.31672, -3.53921], [0.79177, 0.38423, -4.63889], [-0.08476, 3.13250, -2.97769], [-1.33032, 2.51816, -3.21633], [-2.29850, 2.89865, -2.90807], [-1.85517, 0.62078, -4.25776], [1.98431, 2.51499, -3.52376], [0.07436, 4.06922, -2.45409], [-1.46632, -4.97625, 3.95317], [-1.10214, -3.74033, 2.97135], [-0.80635, -2.73651, 2.17391]]
}

***

{
  "formula": "CH4N2S2",
  "method": "wB97M-V/def2-TZVPD",
  "largest_force_ev_per_a": 3.8,
  "charge": 0,
  "gap_ev": 9.24,
  "homo_ev": -8.8,
  "e_lumo_ev": 0.46,
  "smiles": "S/N=C\\NS",
  "mol_weight_g_mol": 108.2,
  "relative_energy_kcal_mol": 52.23,
  "total_energy_ha": -946.3033,
  "species": ["C", "H", "H", "H", "H", "N", "N", "S", "S"],
  "positions_angstrom": [[0.26902, 0.95777, -0.46022], [-1.84055, -1.64168, 0.53482], [-1.23590, 0.97238, 0.94380], [0.17399, 1.96386, -0.78402], [1.41916, -1.26092, 0.86747], [-0.63794, 0.21041, 0.40063], [1.41322, 0.52904, -0.61539], [-1.67144, -0.80108, -0.59220], [2.11044, -0.92978, -0.29489]]
}

***

{
  "formula": "C6H6N4O",
  "method": "wB97M-V/def2-TZVPD",
  "largest_force_ev_per_a": 5.3,
  "multiplicity": 3,
  "charge": 0,
  "gap_ev": [6.74, 5.15],
  "homo_ev": [-6.8, -7.7],
  "e_lumo_ev": [-0.03, -2.52],
  "mol_weight_g_mol": 150.1,
  "relative_energy_kcal_mol": 84.57,
  "total_energy_ha": -526.2324,
  "species": ["C", "C", "C", "C", "C", "C", "N", "N", "N", "N", "O", "H", "H", "H", "H", "H", "H"],
  "positions_angstrom": [[-1.65304, 1.38343, -0.23524], [-1.43209, 0.78335, 1.06791], [-1.05156, 0.71170, -1.28214], [-0.14229, -0.97642, 0.20764], [2.06298, 0.81726, 0.10864], [0.49609, -2.07352, 0.77578], [-0.73433, -0.30421, 1.26954], [-0.31890, -0.39248, -1.07920], [1.90762, 0.22082, -1.13007], [2.37801, -0.48207, -0.07510], [2.08240, 1.77779, 0.82066], [-2.26428, 2.32133, -0.45522], [-1.92542, 1.32830, 1.97555], [-1.01849, 0.90548, -2.26872], [0.50540, -2.21773, 1.81229], [1.06272, -2.71924, 0.16155], [0.04519, -1.08379, -1.67387]]
}

***

{
  "formula": "C28H58N3O5",
  "method": "wB97M-V/def2-TZVPD",
  "largest_force_ev_per_a": 0.9,
  "multiplicity": 3,
  "charge": 1,
  "gap_ev": [7.05, 8.19],
  "homo_ev": [-9.9, -11.1],
  "e_lumo_ev": [-2.87, -2.87],
  "mol_weight_g_mol": 516.8,
  "total_energy_ha": -1641.7889,
  "species": ["C", "C", "O", "O", "C", "C", "C", "C", "C", "C", "N", "C", "C", "O", "H", "H", "H", "H", "H", "H", "H", "H", "H", "H", "H", "H", "H", "H", "H", "H", "H", "H", "H", "H", "H", "H", "C", "C", "C", "C", "C", "C", "N", "O", "C", "C", "C", "H", "H", "H", "H", "H", "H", "H", "H", "H", "H", "H", "H", "H", "H", "H", "H", "H", "H", "C", "C", "C", "C", "C", "C", "N", "O", "C", "C", "C", "H", "H", "H", "H", "H", "H", "H", "H", "H", "H", "H", "H", "H", "H", "H", "H", "H", "H"],
  "positions_angstrom": [[0.94310, -4.92772, 1.23101], [1.62249, -5.65751, 0.10346], [2.65688, -5.31456, -0.39585], [0.93713, -6.75308, -0.28230], [1.27383, -7.30641, -1.56997], [1.04840, -6.35914, -2.73666], [-0.40753, -6.13425, -3.16669], [-1.42878, -5.94813, -2.03087], [-2.55659, -4.96956, -2.40244], [-2.33230, -3.56197, -1.85768], [-1.62199, -2.66410, -2.86052], [-0.21512, -2.23308, -2.50598], [-0.01929, -0.76694, -2.82164], [-0.02843, -0.49110, -4.20966], [1.43863, -5.17144, 2.17018], [-0.10320, -5.21087, 1.32392], [1.03514, -3.85721, 1.06153], [0.65120, -8.19461, -1.66428], [2.31253, -7.63351, -1.55593], [1.54068, -5.40436, -2.54842], [1.57949, -6.80447, -3.58098], [-0.41658, -5.22815, -3.78963], [-0.73692, -6.93370, -3.83229], [-0.92333, -5.56975, -1.14220], [-1.87914, -6.90565, -1.77522], [-2.64345, -4.91321, -3.49431], [-3.52398, -5.32671, -2.05442], [-1.73091, -3.56434, -0.95191], [-3.27530, -3.07796, -1.61444], [-1.60836, -3.12945, -3.76824], [-2.17598, -1.81642, -2.99652], [-0.04534, -2.41669, -1.44729], [0.47266, -2.85611, -3.07813], [-0.84162, -0.18474, -2.39614], [0.89879, -0.40825, -2.34780], [0.71042, -0.96116, -4.61421], [2.99084, 5.18227, -2.62946], [1.73894, 5.44104, -1.77365], [1.85753, 4.75241, -0.40671], [1.72604, 3.23304, -0.48183], [0.44291, 2.83238, -1.19961], [0.28874, 3.47199, -2.58067], [0.49332, 4.94816, -2.45796], [-0.56167, 5.54498, -2.05370], [1.26057, 2.81408, -3.56480], [-1.11804, 3.22265, -3.11747], [1.61337, 6.94884, -1.58898], [3.73014, 5.95594, -2.42643], [3.46823, 4.22704, -2.41893], [2.75578, 5.22400, -3.69274], [1.07665, 5.14554, 0.25202], [2.81582, 5.03048, 0.03849], [2.60053, 2.79822, -0.97398], [1.70392, 2.81122, 0.52315], [0.40157, 1.74477, -1.32174], [-0.41382, 3.11164, -0.57754], [1.25800, 3.31423, -4.53368], [0.93502, 1.78365, -3.71400], [2.28743, 2.77094, -3.21207], [-1.88272, 3.56122, -2.42371], [-1.24256, 2.14956, -3.28473], [-1.26891, 3.73451, -4.06800], [1.48629, 7.44790, -2.55023], [2.52912, 7.31771, -1.12542], [0.77365, 7.21209, -0.95235], [-2.89175, 1.76946, 4.32073], [-1.97839, 0.57739, 4.65692], [-1.39393, 0.72016, 6.06691], [-0.33071, 1.81117, 6.17909], [0.77172, 1.61633, 5.14073], [0.23929, 1.48731, 3.71023], [-0.84708, 0.45273, 3.67556], [-0.38858, -0.73882, 3.59161], [-0.25803, 2.84363, 3.19277], [1.35073, 1.03883, 2.77293], [-2.82789, -0.68531, 4.56796], [-3.90672, 1.54623, 4.64784], [-2.59669, 2.69092, 4.81709], [-2.92461, 1.95276, 3.24679], [-0.95519, -0.23750, 6.36309], [-2.21714, 0.91895, 6.75748], [-0.78202, 2.80141, 6.07708], [0.10792, 1.78248, 7.17752], [1.47941, 2.44812, 5.17112], [1.33510, 0.71096, 5.38650], [-0.75645, 2.73048, 2.22789], [0.60159, 3.50075, 3.05462], [-0.93748, 3.35066, 3.86969], [1.84058, 0.13113, 3.11583], [2.10884, 1.82125, 2.70938], [0.95828, 0.85995, 1.76944], [-3.21899, -0.81936, 3.55778], [-3.66999, -0.58447, 5.25332], [-2.26576, -1.57378, 4.84135]]
}

***

Question: Which value of charge does entry 4 give?
Answer: 0

***

Question: The highest charge belongs to which entry?
Answer: C28H58N3O5